No. 1
Computed, not measured: one molecule with the formula C4H8O2, with wB97M-V/def2-TZVPD.

The relative energy (zero: lowest compared OMol25 entry of this formula, charge and spin) comes out at 1.921 eV. The total energy is -8371.361 eV. As for the HOMO energy: -0.3622 hartree. For the lowest unoccupied orbital energy, the calculation gives 0.917 eV. The spin multiplicity is 1. The strongest force on any atom comes out at 0.38 eV/A.

Cartesian coordinates (Å):
C 1.507 0.654 0.097
C 0.609 -0.570 0.079
O -0.078 -0.800 1.325
C -1.357 -0.498 0.743
C -0.739 -0.395 -0.660
O -0.936 0.757 -1.425
H 1.155 1.356 0.861
H 2.542 0.396 0.331
H 1.512 1.138 -0.890
H 1.180 -1.456 -0.215
H -1.775 0.449 1.113
H -2.090 -1.299 0.908
H -0.994 -1.233 -1.310
H -0.536 1.503 -0.955

Forces on the atoms, in the same order (eV/Å):
C 0.1 0.1 0.0
C 0.2 0.0 -0.3
O 0.1 0.0 0.1
C -0.4 0.1 0.0
C 0.0 -0.4 0.0
O 0.0 0.3 0.2
H 0.0 0.0 -0.2
H -0.1 0.0 0.1
H 0.0 -0.1 0.2
H -0.1 0.0 0.0
H 0.1 -0.1 0.0
H 0.2 0.1 0.0
H 0.0 0.1 0.1
H -0.2 -0.1 -0.1

=====

No. 2
Computed, not measured: a 3-piece molecular cluster, C4H8O2 overall, with wB97M-V/def2-TZVPD.

The relative energy (zero: lowest compared OMol25 entry of this formula, charge and spin) comes out at 3.035 eV. The total energy is -8370.246 eV. As for the HOMO energy: -0.3260 hartree. For the lowest unoccupied orbital energy, the calculation gives 1.050 eV. The spin multiplicity is 1. The strongest force on any atom comes out at 1.34 eV/A.

Cartesian coordinates (Å):
C 1.927 -0.032 -0.354
O 0.764 -0.739 0.038
C -0.279 -0.648 -0.827
C -1.448 -1.238 -0.598
C -0.548 2.293 0.397
O -1.559 2.729 0.673
H 2.712 -0.301 0.354
H 2.244 -0.321 -1.365
H 1.758 1.050 -0.318
H -0.091 -0.058 -1.725
H -2.253 -1.144 -1.317
H -1.616 -1.825 0.298
H -0.785 -0.100 2.024
H -1.289 0.105 2.532

Forces on the atoms, in the same order (eV/Å):
C 0.3 0.1 -0.1
O -0.1 -0.1 0.0
C -0.2 -0.1 -0.1
C 0.1 0.0 0.0
C -1.2 0.6 0.3
O 1.1 -0.5 -0.3
H -0.1 0.0 -0.1
H -0.1 0.0 0.1
H 0.0 -0.2 0.0
H 0.0 -0.1 0.1
H 0.1 0.0 0.1
H 0.0 0.1 -0.1
H 0.0 0.0 0.1
H 0.0 0.0 0.0

=====

No. 3
Computed, not measured: one molecule with the formula C4H8O2, with wB97M-V/def2-TZVPD.

The relative energy (zero: lowest compared OMol25 entry of this formula, charge and spin) comes out at 1.369 eV. The total energy is -8371.913 eV. As for the HOMO energy: -0.3734 hartree. For the lowest unoccupied orbital energy, the calculation gives 0.932 eV. The spin multiplicity is 1. The strongest force on any atom comes out at 0.51 eV/A.

Cartesian coordinates (Å):
O -2.319 -0.276 -0.431
C -1.515 0.237 -1.177
C -0.292 0.959 -0.715
C 0.698 -0.239 -0.572
C 0.791 -0.817 0.841
O -0.283 -1.657 1.195
H -1.540 0.056 -2.271
H 0.066 1.685 -1.456
H -0.502 1.501 0.218
H 0.371 -1.074 -1.216
H 1.685 0.053 -0.939
H 0.915 0.014 1.554
H 1.686 -1.445 0.899
H -1.118 -1.202 1.010

Forces on the atoms, in the same order (eV/Å):
O 0.1 0.3 -0.4
C -0.3 -0.1 0.1
C 0.0 -0.1 0.0
C 0.1 0.0 0.0
C 0.4 0.2 -0.1
O -0.2 0.1 0.0
H -0.3 0.0 0.0
H -0.1 -0.3 0.1
H 0.3 -0.4 -0.1
H 0.2 0.3 0.0
H 0.0 0.0 0.2
H 0.0 -0.2 0.0
H -0.1 0.1 0.1
H 0.1 -0.1 0.1